This record from the OMol25 dataset describes a gas-phase ion, C5H15N2 (charge +1) in a non-equilibrium geometry. The level of theory is ωB97M-V/def2-TZVPD.

Last columns: bonded neighbours and bond lengths (Å).
Cartesian coordinates (Å):
1 N 0.668 -1.178 -1.261  C2 1.438, H9 1.012, H10 1.020
2 C -0.228 -0.059 -1.381  N1 1.438, C3 1.518, C4 1.533, H11 1.094
3 C -1.529 -0.245 -2.142  C2 1.518, H12 1.083, H13 1.078, H14 1.088
4 C -0.492 0.613 -0.029  C2 1.533, N5 1.510, H15 1.088, H16 1.087
5 N 0.561 0.229 0.984  C4 1.510, C6 1.500, C7 1.484, H8 1.040
6 C 0.042 -0.738 2.007  N5 1.500, H17 1.085, H18 1.080, H19 1.087
7 C 1.320 1.371 1.551  N5 1.484, H20 1.083, H21 1.085, H22 1.088
8 H 1.175 -0.317 0.347  N5 1.040
9 H 1.120 -1.523 -2.098  N1 1.012
10 H 0.226 -2.034 -0.923  N1 1.020
11 H 0.345 0.693 -1.932  C2 1.094
12 H -1.893 0.706 -2.511  C3 1.083
13 H -2.225 -0.751 -1.493  C3 1.078
14 H -1.401 -1.003 -2.912  C3 1.088
15 H -1.457 0.399 0.425  C4 1.088
16 H -0.436 1.679 -0.231  C4 1.087
17 H -0.593 -0.208 2.709  C6 1.085
18 H 0.918 -1.178 2.461  C6 1.080
19 H -0.617 -1.427 1.485  C6 1.087
20 H 0.643 2.086 2.001  C7 1.083
21 H 2.077 1.005 2.238  C7 1.085
22 H 1.777 1.880 0.705  C7 1.088

Summary:
- LUMO: -0.100 Ha
- Net charge: +1
- Frontier orbital gap: 11.45 eV
- SMILES: C[C@H](N)C[NH+](C)C
- HOMO energy: -14.2 eV
- Largest force on an atom: 1.8 eV Å⁻¹
- E: -308.7676 hartree